No. 1
C20H20N2O4S | ωB97M-V/def2-TZVPD

Structure (XYZ):
```
47
Properties=species:S:1:pos:R:3:forces:R:3:mulliken_charge:R:1
C -4.322 0.639 0.623 -0.3 -0.5 -0.4 0.878
C -4.527 -1.459 -0.557 -0.3 0.2 0.0 -1.015
C -5.051 -0.251 -0.167 0.5 0.3 0.4 0.998
C -3.049 0.349 1.049 -0.3 0.1 0.0 -1.030
C 2.952 -0.624 -0.151 0.3 0.0 0.4 -0.666
O -6.280 0.288 -0.441 0.2 -0.4 -0.1 -0.482
C -6.303 1.546 0.199 -1.0 0.8 0.0 -0.236
H 4.030 1.352 -1.142 0.0 0.1 0.0 0.271
H 0.786 -1.166 -2.625 0.1 -0.1 0.1 0.503
C 2.801 0.243 0.935 -0.4 0.4 -0.1 1.261
O -5.075 1.758 0.862 0.5 -0.1 0.2 -0.492
H -0.081 -0.072 -0.356 0.2 -0.1 0.0 0.280
H 5.160 -2.779 1.229 0.1 -0.1 0.0 0.419
C -1.102 -1.239 1.068 0.0 -0.1 -0.1 -1.425
H -0.779 -0.630 1.919 0.0 -0.1 0.0 0.442
H -6.459 2.339 -0.550 0.1 -0.2 0.1 0.246
H 1.990 -2.376 -2.117 -0.1 0.1 0.1 0.257
C 3.810 -1.710 -0.028 -0.1 0.1 -0.1 -0.572
C 2.492 2.674 -0.399 0.0 -0.1 0.5 0.324
O 0.339 -3.195 -0.381 0.0 -0.5 0.0 -0.697
N -0.188 -1.023 -0.034 -0.2 0.3 0.1 0.066
C 3.494 0.018 2.113 0.1 -0.1 0.0 -0.525
S 1.652 1.601 0.847 0.1 0.0 -0.1 -0.152
C -2.510 -0.882 0.667 0.0 -0.1 0.1 0.364
H -7.127 1.572 0.930 0.2 -0.1 -0.1 0.242
C 4.342 -1.069 2.223 0.0 0.0 0.1 -0.613
H 3.933 -2.385 -0.860 0.0 -0.1 -0.1 0.391
C 1.379 -1.534 -1.782 -0.2 -0.3 -0.1 -1.241
H 4.877 -1.243 3.144 0.1 0.0 0.1 0.426
H 3.351 2.467 -2.349 0.0 -0.1 0.0 0.492
H 3.974 4.232 -0.435 0.1 0.1 -0.1 0.418
C 0.452 -2.021 -0.665 0.3 0.3 -0.3 0.833
C -3.238 -1.758 -0.124 0.1 0.0 0.1 -0.463
C 4.500 -1.930 1.150 0.0 0.0 0.0 -0.755
C 3.515 3.560 0.288 -0.1 0.0 -0.1 -1.426
H -2.493 1.044 1.657 0.1 0.1 0.1 0.403
H -5.093 -2.141 -1.169 -0.1 -0.1 -0.1 0.425
C 2.132 0.767 -1.982 0.4 0.4 -0.1 0.909
H 1.674 3.273 -0.806 0.0 -0.1 0.0 0.549
H 3.039 4.156 1.063 0.0 0.1 0.0 0.370
N 2.210 -0.430 -1.336 0.0 -0.5 -0.1 0.136
C 3.112 1.822 -1.501 -0.2 0.1 -0.2 -1.212
H 3.349 0.695 2.941 0.0 0.1 0.1 0.483
H -2.790 -2.697 -0.410 0.1 -0.1 0.0 0.479
H 4.296 2.954 0.746 0.1 0.0 0.0 0.304
H -1.028 -2.298 1.326 0.0 0.2 0.1 0.495
O 1.355 0.961 -2.893 -0.1 0.2 -0.2 -0.664
```
Positions in Å, forces in eV/Å.

* frontier orbital gap: 8.556 eV
* charge: 0
* highest occupied orbital energy: -8.01 eV
* relative energy (zero: lowest compared OMol25 entry of this formula, charge and spin): 1.59 kJ/mol
* SMILES: C[C@H]1CC(=O)N(CC(=O)NCc2ccc3c(c2)OCO3)c2ccccc2S1
* molecular weight: 384.5 g/mol
* LUMO level: 0.0201 Eh
* total energy: -1582.82464 Eh



No. 2
C6H21NO4 | ωB97M-V/def2-TZVPD

Structure (XYZ):
```
32
Properties=species:S:1:pos:R:3:forces:R:3:mulliken_charge:R:1
H 0.445 -2.822 0.074 1.3 0.2 -0.8 0.388
H 2.139 -2.702 0.157 -0.2 0.3 -1.0 0.277
C -0.004 2.351 0.377 0.2 0.7 1.7 -0.534
N 1.652 0.475 0.310 0.7 0.3 1.5 -0.117
O -2.562 -2.853 1.040 -0.4 -0.1 0.0 -0.646
C -3.113 0.879 -0.572 -1.0 -1.3 -0.5 -0.871
H 2.717 0.616 -1.433 -0.4 -0.6 -0.8 0.353
H 0.334 2.386 -0.655 -0.2 -0.1 -0.1 0.363
H 0.465 3.194 0.911 -0.1 0.1 -0.5 0.290
H 2.839 0.008 2.078 0.0 -0.1 -0.1 0.376
H -0.266 0.395 1.265 0.2 0.0 -0.8 0.229
H -1.221 -3.113 -1.573 -0.3 -0.4 -0.4 0.269
C -2.207 1.824 -0.614 0.4 1.4 0.9 -0.070
C 0.564 1.107 1.070 -1.3 -1.2 -0.1 -0.692
H -1.824 2.325 -1.497 -0.5 -0.5 -0.5 0.298
H -3.481 0.395 0.327 0.3 0.4 0.4 0.320
H -1.636 -2.969 1.251 0.2 0.0 0.1 0.317
H -1.817 3.506 0.747 -0.3 0.1 -0.3 0.347
H -2.592 -2.067 0.489 0.1 0.1 -0.1 0.319
H 2.775 1.434 -2.645 0.0 -0.1 -0.6 0.302
H 3.135 1.591 1.341 -0.2 0.3 0.1 0.404
H 3.700 0.197 0.485 0.0 -0.2 0.6 0.370
C 2.885 0.557 1.133 0.4 -0.3 -1.3 -1.069
O 2.815 0.500 -2.413 0.1 0.6 1.2 -0.666
O -0.701 -2.441 -1.144 0.0 0.6 0.4 -0.565
H 0.823 1.260 2.130 0.5 0.6 -0.4 0.368
H -1.747 1.925 1.513 -0.4 0.1 0.0 0.379
H 1.470 -0.515 0.202 -0.3 0.0 0.0 0.111
H -3.615 0.428 -1.430 0.4 0.4 -0.2 0.266
O 1.304 -2.959 0.527 -0.7 -0.6 1.8 -0.682
H -0.179 -1.981 -1.807 -0.1 0.0 -0.2 0.282
C -1.549 2.467 0.584 1.3 -1.0 -0.2 -0.716
```
Positions in Å, forces in eV/Å.

* frontier orbital gap: 9.912 eV
* charge: 0
* highest occupied orbital energy: -9.54 eV
* relative energy (zero: lowest compared OMol25 entry of this formula, charge and spin): 195.40 kJ/mol
* SMILES: C=CCCCNC.O.O.O.O
* molecular weight: 171.2 g/mol
* LUMO level: 0.0135 Eh
* total energy: -596.85392 Eh



No. 3
C16H15BrV | ωB97M-V/def2-TZVPD

Structure (XYZ):
```
33
Properties=species:S:1:pos:R:3:forces:R:3:mulliken_charge:R:1
H -1.250 2.503 5.642 0.0 0.0 0.0 0.306
C -0.447 2.838 3.664 -0.1 -0.3 -0.5 -0.605
C 2.106 1.204 0.322 0.6 -0.3 -1.1 -0.341
C -2.335 0.094 0.088 -1.4 -0.4 -1.1 -0.687
C -1.161 -0.776 -1.706 -1.3 -0.8 -0.8 -0.396
V -0.316 -0.284 0.159 3.0 1.9 2.5 -0.115
H -0.121 3.850 3.884 0.0 0.1 0.1 0.323
C -1.459 0.767 4.380 0.1 -0.1 -0.5 -0.593
C -1.418 -1.849 -0.797 -1.0 0.4 -0.5 -0.561
H -1.099 -2.883 -0.908 0.0 0.4 0.1 0.388
H -1.933 0.158 5.152 0.1 0.1 0.0 0.306
H -1.483 -0.815 2.920 0.0 0.1 0.0 0.140
C -2.162 -1.314 0.312 -0.8 -0.2 -0.6 -0.357
H -0.669 -0.880 -2.663 0.1 0.1 0.2 0.515
C -0.620 0.987 2.101 0.7 -1.1 -1.7 0.367
C -0.237 2.293 2.378 -0.5 0.4 1.6 -0.182
H 0.236 2.933 1.645 0.1 -0.1 -0.1 0.001
C -1.742 0.417 -1.178 -1.7 -0.2 -0.3 -0.408
C -1.214 0.225 3.105 -0.2 0.8 1.3 0.017
H 3.351 -0.618 -0.081 -0.5 -0.1 0.1 0.438
C 1.188 1.910 -0.509 0.6 -0.7 -0.8 -0.500
H 1.964 -0.766 -2.393 -0.1 0.0 0.0 0.385
H -1.786 1.390 -1.646 0.3 -0.1 0.1 0.433
H 0.761 2.891 -0.309 -0.1 -0.3 0.0 0.394
C 1.851 0.003 -1.639 0.9 0.8 0.4 -0.346
H -2.545 -1.893 1.148 0.3 0.2 -0.1 0.410
Br 1.026 -2.053 1.189 0.7 -1.6 1.2 -0.753
C 1.054 1.171 -1.737 0.8 0.6 0.8 -0.786
H 0.559 1.547 -2.627 -0.3 -0.3 0.2 0.464
H 2.455 1.513 1.306 -0.2 -0.2 -0.2 0.341
C -1.069 2.081 4.656 0.0 -0.1 0.0 -0.355
C 2.557 0.050 -0.399 -0.3 1.3 -0.3 -0.770
H -2.840 0.800 0.736 0.1 -0.2 -0.1 0.525
```
Positions in Å, forces in eV/Å.

* frontier orbital gap (spin up / spin down): 4.163 / 5.217 eV
* charge: -2
* highest occupied orbital energy (spin up / spin down): 1.29 / 0.17 eV
* <S²>: 3.7665
* multiplicity: 4
* molecular weight: 338.1 g/mol
* LUMO level (spin up / spin down): 0.2004 / 0.1981 Eh
* total energy: -4136.62049 Eh



No. 4
C3H12N3S | ωB97M-V/def2-TZVPD

Structure (XYZ):
```
19
Properties=species:S:1:pos:R:3:forces:R:3:mulliken_charge:R:1
H -3.133 -0.833 -1.327 -0.4 -0.4 0.2 0.185
C 1.196 -0.118 -0.458 -3.1 1.2 2.1 -0.829
H 1.234 0.712 0.266 0.1 0.2 -0.3 0.371
H 2.510 -1.034 0.744 0.5 0.8 0.9 0.237
N -1.367 1.844 0.019 -1.6 0.1 -4.4 -0.452
C -0.348 -0.374 -0.617 -1.8 -0.3 -0.6 0.088
N 1.632 -1.217 0.308 3.3 -4.4 -0.8 -0.573
H 0.191 -1.004 1.103 5.7 -1.6 2.7 0.379
H -1.303 -1.498 1.123 -0.9 -1.1 -0.3 0.261
H -0.844 2.608 -0.353 0.4 0.2 0.1 0.250
H -1.220 1.582 0.914 0.7 0.1 3.3 0.123
H -1.075 0.077 1.278 0.4 -0.1 0.9 0.184
H 2.007 -2.108 -0.205 -1.7 2.0 0.4 0.243
S -2.937 -0.160 -0.188 -3.5 -0.3 -1.1 -0.181
H -1.719 1.029 -1.962 0.2 -0.5 1.6 0.413
N -0.679 -0.766 0.904 -3.7 2.0 -3.4 -0.208
H 1.754 0.192 -1.258 1.0 0.4 -2.5 0.473
C -1.611 0.698 -0.879 4.2 1.5 0.3 -0.245
H -0.568 -1.221 -1.311 0.4 0.2 1.0 0.283
```
Positions in Å, forces in eV/Å.

* frontier orbital gap: 10.453 eV
* charge: +1
* highest occupied orbital energy: -13.32 eV
* relative energy (zero: lowest compared OMol25 entry of this formula, charge and spin): 409.94 kJ/mol
* SMILES: NC[C@@H]([NH3+])[C@H](N)S
* molecular weight: 122.2 g/mol
* LUMO level: -0.1055 Eh
* total energy: -683.61055 Eh